[1]
Density functional theory data (ωB97M-V with the def2-TZVPD basis set) for a structure of composition C17H31N2O2P2Ti.

Structure (XYZ):
```
55
Properties=species:S:1:pos:R:3:lowdin_spin:R:1
Ti 0.065 0.680 -0.013 0.97
P -2.295 0.236 -0.431 0.02
C -2.265 0.971 -2.189 0.00
C -0.890 1.446 -2.693 0.00
N 0.207 1.353 -1.902 0.00
C 1.493 1.532 -2.324 0.00
C 1.677 2.233 -3.482 0.00
C 0.556 2.522 -4.265 0.00
C -0.718 2.088 -3.905 0.00
C 2.652 1.030 -1.473 0.00
P 2.258 -0.443 -0.328 0.02
H -1.613 2.275 -4.507 0.00
H 2.688 2.536 -3.729 0.00
H 0.671 3.114 -5.161 0.00
H 3.486 0.636 -2.073 0.00
H 3.128 1.827 -0.880 0.00
H -2.679 0.075 -2.691 0.00
H -3.049 1.802 -2.231 0.00
H -1.280 -2.318 -3.562 0.00
O -1.463 -2.644 -4.488 0.00
H -2.452 -2.757 -4.404 0.00
H -0.006 -3.455 0.258 0.00
O -0.259 -4.012 -0.478 0.00
H 0.217 -3.676 -1.369 0.00
C 2.778 -1.839 -1.388 0.01
H 3.794 -1.659 -1.764 0.00
H 2.789 -2.765 -0.796 0.00
H 2.115 -1.976 -2.256 0.00
C 3.598 -0.363 0.913 0.00
H 3.524 -1.250 1.554 0.00
H 4.596 -0.344 0.451 0.00
H 3.487 0.519 1.557 0.00
C -3.233 1.683 0.100 0.00
H -4.114 1.717 -0.549 0.00
H -3.508 1.567 1.142 0.00
H -2.643 2.590 -0.046 0.00
C -3.549 -1.104 -0.483 0.01
H -3.875 -1.296 0.550 0.00
H -4.417 -0.774 -1.075 0.00
H -3.175 -2.054 -0.900 0.00
C -1.499 -0.371 2.831 0.00
C -0.863 0.964 2.851 0.00
C -0.847 1.965 3.833 -0.01
C -0.025 3.043 3.337 -0.01
C 0.402 2.666 2.045 0.00
C 1.265 3.303 1.018 0.01
N -0.078 1.392 1.813 -0.03
H -1.457 -0.827 3.830 0.00
H -0.972 -1.064 2.157 0.00
H -2.566 -0.351 2.553 0.00
H -1.372 1.855 4.782 0.00
H 0.215 4.005 3.795 0.00
H 0.837 3.353 -0.011 0.00
H 1.495 4.345 1.296 0.00
H 2.241 2.784 0.919 0.00
```

Values from the calculation:
**Expectation value of S²**: 0.758
**HOMO-LUMO gap (spin up / spin down)**: 5.83 / 6.07 eV
**Maximum force**: 0.076 hartree/bohr
**M**: 405.26 g/mol
**LUMO (spin up / spin down)**: -7.589 / -7.347 eV
**Total charge**: +2
**2S+1**: 2
**HOMO (spin up / spin down)**: -13.416 / -13.414 eV
**Energy above the lowest of the compared OMol25 structures with the same formula, charge and spin**: 0.000 eV



[2]
Density functional theory data (ωB97M-V with the def2-TZVPD basis set) for a cluster of 16 separate species, C16H64N32O16 in total.

Structure (XYZ):
```
128
Properties=species:S:1:pos:R:3:mulliken_charge:R:1
C 25.089 0.928 5.510 0.45
O 26.330 0.644 5.491 -0.68
N 24.195 0.429 4.564 -0.37
N 24.545 1.596 6.626 -0.45
H 24.400 -0.508 4.189 0.34
H 23.237 0.717 4.592 0.17
H 23.603 1.931 6.576 0.16
H 25.205 1.935 7.300 0.28
C 26.640 4.948 4.177 0.49
O 26.141 5.837 3.438 -0.65
N 26.006 4.589 5.412 -0.33
N 27.913 4.315 3.943 -0.23
H 26.419 3.805 5.881 0.17
H 25.434 5.283 5.845 0.22
H 28.226 4.707 3.045 0.07
H 28.450 4.325 4.790 0.23
C 30.135 -3.274 7.728 0.18
O 29.723 -2.673 6.677 1.28
N 29.233 -3.689 8.717 -0.48
N 31.451 -3.723 7.855 -0.37
H 28.263 -3.591 8.431 0.03
H 29.569 -4.258 9.462 0.12
H 31.885 -4.166 8.630 0.25
H 32.001 -3.350 7.091 0.17
C 32.256 3.197 6.954 0.32
O 32.139 4.107 7.797 -0.71
N 33.366 2.995 6.129 -0.06
N 31.195 2.287 6.686 0.57
H 33.558 2.140 5.651 -0.15
H 34.157 3.597 6.259 0.28
H 31.389 1.666 5.913 -0.15
H 30.267 2.550 6.936 -0.06
C 32.375 -3.836 3.704 0.27
O 33.145 -4.560 3.045 -0.71
N 32.387 -2.414 3.556 0.35
N 31.445 -4.361 4.655 -0.13
H 31.729 -1.888 4.103 -0.18
H 33.110 -1.993 3.003 0.05
H 31.631 -5.306 4.934 0.28
H 30.938 -3.711 5.224 -0.43
C 32.374 -0.287 8.773 0.28
O 32.058 -0.696 7.631 -0.27
N 32.439 1.068 9.075 -0.14
N 32.943 -1.126 9.752 -0.40
H 32.086 1.667 8.333 0.22
H 32.798 1.415 9.934 0.15
H 33.088 -0.923 10.718 0.19
H 32.860 -2.112 9.566 0.20
C 26.065 -1.811 8.528 0.51
O 26.376 -2.832 9.209 -0.75
N 26.768 -1.536 7.337 0.17
N 25.036 -0.917 8.840 -0.27
H 26.850 -0.607 6.955 0.13
H 27.502 -2.162 7.065 -0.42
H 24.588 -1.126 9.716 0.24
H 24.668 -0.234 8.216 0.16
C 29.939 0.686 4.379 -0.78
O 31.189 0.631 4.414 -0.78
N 29.200 -0.163 5.179 2.30
N 29.138 1.508 3.596 1.51
H 28.215 -0.286 4.990 -0.36
H 29.557 -0.780 5.905 -1.05
H 28.204 1.685 3.923 -0.30
H 29.546 1.987 2.803 -0.54
C 30.256 4.700 1.967 0.53
O 29.213 4.506 1.346 -0.65
N 31.419 3.977 1.779 -0.27
N 30.461 5.894 2.698 -0.37
H 31.352 3.079 1.308 0.43
H 32.265 4.207 2.251 0.14
H 31.142 5.984 3.421 0.17
H 29.733 6.582 2.600 0.28
C 26.446 1.463 0.056 0.48
O 26.539 1.251 -1.177 -0.70
N 27.358 2.241 0.785 0.02
N 25.335 1.044 0.820 -0.38
H 28.100 2.648 0.239 0.13
H 27.271 2.428 1.756 -0.06
H 24.759 0.357 0.367 0.24
H 25.233 1.122 1.811 0.23
C 29.045 0.217 10.148 0.38
O 28.713 1.150 10.889 -0.70
N 29.345 -1.072 10.630 -0.22
N 29.222 0.302 8.761 0.75
H 29.088 -1.198 11.594 0.25
H 29.312 -1.851 9.995 0.20
H 28.824 1.052 8.250 -0.08
H 29.889 -0.364 8.408 -0.73
C 35.874 0.879 6.761 0.53
O 35.583 1.768 7.526 -0.55
N 37.234 0.516 6.586 -0.45
N 34.970 0.045 6.110 -0.05
H 37.433 -0.156 5.872 0.15
H 37.975 1.098 6.911 0.24
H 33.996 0.254 6.314 -0.20
H 35.185 -0.747 5.553 0.28
C 26.074 -1.853 2.030 0.44
O 25.170 -1.558 2.816 -0.73
N 25.982 -2.815 1.005 -0.32
N 27.399 -1.333 2.133 0.13
H 25.120 -3.297 0.850 0.23
H 26.789 -3.077 0.490 0.14
H 27.594 -0.677 2.866 -0.26
H 27.962 -1.382 1.308 0.04
C 35.420 -0.805 1.934 0.59
O 35.226 -2.019 1.766 -0.62
N 34.780 -0.135 2.991 -0.08
N 36.262 -0.060 1.135 -0.39
H 34.117 -0.682 3.494 -0.21
H 35.242 0.673 3.361 0.23
H 36.861 -0.559 0.508 0.25
H 36.400 0.925 1.194 0.16
C 27.593 -4.676 4.691 0.52
O 27.563 -5.176 5.860 -0.64
N 27.105 -5.375 3.541 -0.36
N 28.200 -3.406 4.430 0.24
H 27.431 -5.032 2.663 0.15
H 26.671 -6.270 3.512 0.22
H 27.979 -2.993 3.539 0.19
H 28.949 -3.114 5.056 -0.29
C 30.554 0.189 0.554 0.32
O 30.946 1.398 0.719 -0.80
N 30.740 -0.748 1.581 0.07
N 30.062 -0.269 -0.665 -0.27
H 31.056 -0.270 2.419 -0.18
H 30.431 -1.694 1.617 0.20
H 29.937 0.405 -1.393 0.23
H 30.006 -1.232 -0.916 0.20
```

Values from the calculation:
**HOMO-LUMO gap**: 9.35 eV
**Maximum force**: 0.078 hartree/bohr
**M**: 960.90 g/mol
**LUMO**: -0.048 eV
**HOMO**: -9.393 eV
**Energy above the lowest of the compared OMol25 structures with the same formula, charge and spin**: 4.007 eV



[3]
Density functional theory data (ωB97M-V with the def2-TZVPD basis set) for the molecule C4H7NO2.

Structure (XYZ):
```
14
Properties=species:S:1:pos:R:3:mulliken_charge:R:1
N 0.798 -1.578 -0.229 -0.31
C 1.153 -0.723 0.739 0.47
O 2.206 -0.714 1.351 -0.62
C 0.077 0.327 1.142 -0.60
C -0.501 1.164 0.088 0.12
C -0.948 0.678 -1.230 -0.45
O -1.506 -0.522 -1.040 -0.79
H 1.476 -2.277 -0.498 0.20
H -0.122 -1.468 -0.698 0.31
H 0.512 0.944 1.932 0.32
H -0.753 -0.238 1.595 0.32
H -0.722 2.198 0.381 0.36
H -0.035 0.761 -1.887 0.26
H -1.637 1.448 -1.645 0.39
```

Values from the calculation:
**HOMO-LUMO gap (spin up / spin down)**: 7.07 / 6.99 eV
**Maximum force**: 0.010 hartree/bohr
**M**: 101.10 g/mol
**LUMO (spin up / spin down)**: -2.030 / -2.071 eV
**HOMO (spin up / spin down)**: -9.096 / -9.063 eV
**Energy above the lowest of the compared OMol25 structures with the same formula, charge and spin**: 3.985 eV



[4]
Density functional theory data (ωB97M-V with the def2-TZVPD basis set) for a structure of composition C55H45IrN7O5P2SSe.

Structure (XYZ):
```
117
Properties=species:S:1:pos:R:3:lowdin_spin:R:1
Ir 0.212 -0.013 0.547 1.33
C 1.431 -3.576 1.075 0.00
C 1.715 -2.779 2.340 0.00
P 1.726 -0.965 2.068 0.04
C 3.383 -0.813 1.290 0.00
C 4.557 -1.063 1.999 0.00
C 5.780 -1.068 1.346 0.00
C 5.847 -0.830 -0.019 0.00
C 4.689 -0.547 -0.730 0.00
C 3.468 -0.532 -0.073 0.02
C 1.889 -0.276 3.745 0.00
C 1.425 1.007 4.041 0.00
C 1.539 1.523 5.321 0.00
C 2.122 0.767 6.327 0.00
C 2.560 -0.518 6.051 0.00
C 2.439 -1.042 4.773 0.00
C -0.052 -3.585 0.702 0.00
P -0.679 -2.085 -0.163 0.02
C -2.485 -2.420 -0.113 0.00
C -2.988 -3.658 -0.094 0.00
C -4.404 -3.938 -0.314 0.00
C -5.257 -2.986 -0.667 0.00
C -4.848 -1.548 -0.767 0.00
C -3.398 -1.231 -0.304 0.00
C -0.246 -2.449 -1.906 0.01
C 1.097 -2.408 -2.281 0.01
C 1.484 -2.707 -3.577 0.00
C 0.526 -3.014 -4.534 0.00
C -0.812 -3.042 -4.176 0.00
C -1.197 -2.779 -2.870 0.00
H 1.741 -4.607 1.248 0.00
H 2.039 -3.196 0.251 0.00
H 2.712 -3.036 2.700 0.00
H 0.989 -3.027 3.113 0.00
H 4.520 -1.253 3.065 0.00
H 6.687 -1.261 1.902 0.00
H 6.799 -0.857 -0.531 0.00
H 4.735 -0.340 -1.791 0.00
H 2.564 -0.293 -0.623 0.02
H 0.949 1.604 3.277 0.00
H 1.167 2.517 5.533 0.00
H 2.224 1.173 7.324 0.00
H 3.001 -1.124 6.831 0.00
H 2.787 -2.050 4.592 0.00
H -0.661 -3.707 1.602 0.00
H -0.242 -4.426 0.034 0.00
H -2.343 -4.514 0.049 0.00
H -4.728 -4.967 -0.244 0.00
H -6.285 -3.201 -0.928 0.00
H -5.577 -0.934 -0.232 0.00
H -3.377 -0.604 0.590 0.00
H 1.858 -2.146 -1.558 0.00
H 2.534 -2.708 -3.839 0.00
H 0.826 -3.235 -5.549 0.00
H -1.569 -3.285 -4.912 0.00
H -2.246 -2.849 -2.613 0.00
C 6.960 4.427 -3.260 0.00
O 6.622 5.618 -2.575 0.05
C 5.330 5.915 -2.377 0.09
C 5.073 7.096 -1.660 -0.02
C 3.793 7.464 -1.343 0.07
C 2.709 6.641 -1.714 0.05
C 2.965 5.507 -2.515 0.11
C 4.257 5.141 -2.828 0.00
N 1.459 6.944 -1.278 0.63
N 0.394 6.287 -1.366 0.51
C 0.075 5.030 -1.046 0.03
C -1.093 4.488 -1.620 0.15
C -1.344 3.131 -1.603 -0.01
C -0.474 2.252 -0.952 0.14
O -0.542 0.924 -1.043 0.21
C 0.562 2.801 -0.159 0.01
N 1.242 1.907 0.615 0.06
C 2.283 2.342 1.312 0.00
C 2.653 3.681 1.346 0.05
C 1.936 4.608 0.615 -0.01
C 0.883 4.176 -0.199 0.05
H 8.045 4.392 -3.275 0.00
H 6.586 4.435 -4.287 0.00
H 6.580 3.545 -2.735 0.00
H 5.919 7.700 -1.364 0.00
H 3.597 8.371 -0.788 0.00
H 2.130 4.924 -2.878 0.01
H 4.422 4.257 -3.429 0.00
H -1.744 5.159 -2.163 0.01
H -2.202 2.722 -2.120 0.00
H 2.846 1.614 1.880 0.00
H 3.486 3.991 1.960 0.00
H 2.180 5.657 0.694 0.00
Se -1.409 -2.113 4.276 0.25
N -2.233 -0.726 4.990 0.29
C -2.131 0.318 4.172 0.00
C -2.618 1.619 4.371 0.15
C -2.393 2.562 3.374 0.03
C -1.694 2.231 2.224 0.17
N -1.198 0.995 2.021 0.19
C -1.398 0.060 2.954 0.00
N -0.913 -1.168 2.793 0.23
H -3.161 1.865 5.272 0.01
H -2.753 3.574 3.488 0.00
H -1.522 2.964 1.446 0.01
O -6.852 0.117 -3.034 0.00
S -5.923 -0.852 -3.493 0.00
O -6.355 -2.127 -3.934 0.00
N -4.784 -1.101 -2.170 0.00
C -3.648 -0.480 -2.403 0.00
O -2.836 -0.445 -1.398 0.00
C -3.478 0.058 -3.710 0.00
C -2.363 0.691 -4.254 0.00
C -2.438 1.126 -5.566 0.00
C -3.583 0.919 -6.331 0.00
C -4.698 0.277 -5.792 0.00
C -4.630 -0.131 -4.485 0.00
H -1.476 0.825 -3.649 0.00
H -1.591 1.635 -6.007 0.00
H -3.614 1.267 -7.354 0.00
H -5.586 0.104 -6.385 0.00
```

Values from the calculation:
**Expectation value of S²**: 8.882
**HOMO-LUMO gap (spin up / spin down)**: 4.12 / 5.58 eV
**Maximum force**: 0.029 hartree/bohr
**M**: 1249.20 g/mol
**LUMO (spin up / spin down)**: -6.276 / -6.693 eV
**Total charge**: +2
**2S+1**: 6
**HOMO (spin up / spin down)**: -10.393 / -12.270 eV



[5]
Density functional theory data (ωB97M-V with the def2-TZVPD basis set) for the molecule C21H28BF14NO5.

Structure (XYZ):
```
70
Properties=species:S:1:pos:R:3:mulliken_charge:R:1
C 3.118 -4.120 3.438 -1.10
C 2.312 -3.937 2.049 -0.32
C 1.521 -2.544 2.033 0.03
O 2.260 -1.416 1.524 -0.40
C 2.256 -1.308 0.090 1.04
C 3.817 -1.295 -0.267 0.11
F 4.485 -2.172 0.646 -0.29
F 4.451 -0.045 -0.098 -0.31
C 4.207 -1.824 -1.720 0.59
F 5.555 -1.422 -1.937 -0.29
F 3.482 -1.274 -2.769 -0.17
F 4.249 -3.236 -1.815 -0.26
N 1.668 -2.363 -0.748 -0.09
C 0.289 -2.102 -1.151 0.29
O -0.336 -2.764 -1.988 -0.65
C -0.072 -0.799 -0.308 -1.41
C -1.290 -0.162 -1.123 -0.03
C -2.675 -0.951 -0.973 -1.27
C -3.653 -0.381 0.138 0.78
F -2.917 0.219 1.178 -0.25
F -4.300 -1.520 0.727 -0.37
C -4.738 0.670 -0.379 0.76
F -4.154 1.957 -0.201 -0.29
F -4.975 0.583 -1.781 -0.32
C -6.177 0.544 0.306 0.45
F -6.867 -0.624 -0.093 -0.25
F -6.956 1.622 -0.200 -0.29
C -6.192 0.696 1.897 0.67
F -5.183 1.495 2.417 -0.20
F -7.409 1.351 2.221 -0.26
F -6.268 -0.537 2.577 -0.22
C 1.357 -0.013 -0.321 0.35
O 1.381 0.434 -1.681 -0.36
C 2.225 1.570 -1.915 -0.18
C 1.362 2.928 -2.119 -0.50
O 0.140 2.483 -2.784 -0.27
C -0.888 3.487 -2.665 -0.16
C -2.146 3.243 -3.613 -1.07
B 1.085 1.091 0.879 0.16
O -0.223 1.362 1.405 -0.45
C 2.291 2.004 1.530 -0.23
C 2.421 1.818 3.127 -1.06
H 2.934 -5.204 3.776 0.35
H 2.683 -3.476 4.281 0.27
H 4.239 -3.991 3.329 0.26
H 2.943 -4.140 1.129 0.15
H 1.505 -4.758 2.063 0.40
H 1.291 -2.302 3.134 0.43
H 0.513 -2.733 1.548 -0.09
H 1.966 -3.333 -0.610 0.43
H -0.525 -1.067 0.697 0.50
H -1.060 -0.091 -2.244 0.47
H -1.471 0.926 -0.797 0.17
H -3.133 -1.061 -2.004 0.34
H -2.405 -2.018 -0.640 0.43
H 3.079 1.720 -1.185 0.10
H 2.722 1.397 -2.939 0.47
H 1.895 3.674 -2.799 0.35
H 1.061 3.378 -1.111 0.20
H -0.406 4.486 -2.977 0.36
H -1.279 3.538 -1.582 0.18
H -2.934 4.047 -3.390 0.34
H -2.662 2.239 -3.447 0.18
H -1.886 3.372 -4.720 0.32
H -0.140 2.137 2.008 0.25
H 3.270 1.915 0.967 0.23
H 1.936 3.092 1.372 0.25
H 2.267 2.849 3.615 0.33
H 1.611 1.147 3.571 0.17
H 3.475 1.504 3.422 0.27
```

Values from the calculation:
**HOMO-LUMO gap**: 10.23 eV
**Maximum force**: 0.077 hartree/bohr
**M**: 651.24 g/mol
**LUMO**: 0.219 eV
**HOMO**: -10.015 eV



[6]
Density functional theory data (ωB97M-V with the def2-TZVPD basis set) for a cluster of 2 separate species, C4H9O3 in total.

Structure (XYZ):
```
16
Properties=species:S:1:pos:R:3:mulliken_charge:R:1
C 0.484 -0.794 -1.181 0.50
C 1.529 0.347 -1.149 -1.01
C -0.523 -0.632 -2.354 0.48
O -0.970 -1.718 -2.812 -0.77
O -0.839 0.531 -2.682 -0.73
H 0.922 -1.791 -1.163 0.37
H -0.111 -0.699 -0.273 -0.56
H 1.517 0.860 -2.103 0.34
H 2.530 -0.041 -0.939 0.27
H 1.253 1.061 -0.373 0.20
C -1.059 0.790 2.717 -0.55
O -0.303 -0.099 1.873 -0.50
H -0.822 -0.887 1.665 0.27
H -0.679 0.647 3.726 0.24
H -0.790 1.772 2.335 0.20
H -2.138 0.652 2.713 0.26
```

Values from the calculation:
**HOMO-LUMO gap**: 6.85 eV
**Maximum force**: 0.026 hartree/bohr
**M**: 105.11 g/mol
**LUMO**: 3.258 eV
**Total charge**: -1
**HOMO**: -3.589 eV
**Energy above the lowest of the compared OMol25 structures with the same formula, charge and spin**: 1.347 eV



[7]
Density functional theory data (ωB97M-V with the def2-TZVPD basis set) for a cluster of 2 separate species, C4H4N2 in total.

Structure (XYZ):
```
10
Properties=species:S:1:pos:R:3:mulliken_charge:R:1
C 0.545 1.133 -0.331 -0.12
C 0.924 -0.279 -0.285 -0.50
N 0.523 -2.432 -0.101 0.03
N -0.512 -2.341 0.292 -0.13
C -0.573 -0.087 -0.025 -0.18
C -0.532 1.170 0.547 -0.17
H 0.787 1.797 -1.160 0.29
H 1.429 -0.401 0.691 0.14
H -1.411 -0.448 -0.643 0.25
H -1.178 1.875 1.019 0.38
```

Values from the calculation:
**HOMO-LUMO gap (spin up / spin down)**: 7.24 / 7.24 eV
**Maximum force**: 0.058 hartree/bohr
**M**: 80.09 g/mol
**LUMO (spin up / spin down)**: 0.206 / 0.207 eV
**HOMO (spin up / spin down)**: -7.036 / -7.037 eV
**Energy above the lowest of the compared OMol25 structures with the same formula, charge and spin**: 6.195 eV



[8]
Density functional theory data (ωB97M-V with the def2-TZVPD basis set) for the ion C5H10N with charge +1.

Structure (XYZ):
```
16
Properties=species:S:1:pos:R:3:mulliken_charge:R:1
C 2.653 -0.095 -0.073 -1.35
C 1.301 0.527 0.114 -0.21
C 0.175 -0.234 0.044 -0.11
C -1.201 0.144 0.032 0.91
C -2.164 -0.977 0.046 -1.33
N -1.491 1.438 -0.055 -0.31
H 2.694 -1.138 -0.124 0.38
H 3.310 0.169 0.804 0.35
H 3.207 0.257 -0.922 0.34
H 1.448 1.529 0.210 0.38
H 0.470 -1.213 0.109 0.28
H -2.114 -1.237 -0.949 0.44
H -3.226 -0.619 0.259 0.34
H -1.713 -1.737 0.525 0.42
H -0.861 2.205 -0.171 0.21
H -2.457 1.640 -0.226 0.25
```

Values from the calculation:
**HOMO-LUMO gap**: 9.49 eV
**Maximum force**: 0.107 hartree/bohr
**M**: 84.14 g/mol
**LUMO**: -5.165 eV
**Total charge**: +1
**HOMO**: -14.660 eV
**Energy above the lowest of the compared OMol25 structures with the same formula, charge and spin**: 0.825 eV